{"formula": "C28H46N8O6", "method": "ωB97M-V/def2-TZVPD", "orbital_gap_ev": 9.5, "smiles": "O=[N+]([O-])c1ccccc1.COCCOC.COCCOC.CC#N.CC#N.CC#N.CC#N.CC#N.CC#N.CC#N", "elements": ["O", "N", "O", "C", "C", "C", "C", "C", "C", "H", "H", "H", "H", "H", "C", "O", "C", "C", "O", "C", "H", "H", "H", "H", "H", "H", "H", "H", "H", "H", "C", "O", "C", "C", "O", "C", "H", "H", "H", "H", "H", "H", "H", "H", "H", "H", "C", "C", "N", "H", "H", "H", "C", "C", "N", "H", "H", "H", "C", "C", "N", "H", "H", "H", "C", "C", "N", "H", "H", "H", "C", "C", "N", "H", "H", "H", "C", "C", "N", "H", "H", "H", "C", "C", "N", "H", "H", "H"], "positions_angstrom": [[2.69, 0.10, 2.84], [2.58, -0.90, 3.54], [2.75, -2.04, 3.24], [2.16, -0.63, 4.97], [1.84, -1.82, 5.65], [1.22, -1.74, 6.86], [1.08, -0.44, 7.39], [1.45, 0.73, 6.74], [1.93, 0.65, 5.41], [1.90, -2.71, 5.08], [1.13, -2.64, 7.37], [0.74, -0.45, 8.38], [1.27, 1.71, 7.30], [2.13, 1.57, 4.87], [-2.46, -0.12, 4.74], [-3.17, -0.96, 5.69], [-3.58, -2.20, 5.05], [-2.44, -3.20, 4.93], [-1.71, -2.94, 3.75], [-0.84, -3.96, 3.36], [-2.95, -0.21, 3.80], [-1.41, -0.44, 4.54], [-2.48, 0.87, 5.14], [-4.02, -1.91, 4.08], [-4.43, -2.70, 5.61], [-2.84, -4.21, 4.87], [-1.82, -3.04, 5.79], [-1.18, -4.94, 3.58], [0.24, -3.96, 3.76], [-0.77, -3.88, 2.24], [-4.22, -1.24, -5.03], [-3.25, -1.42, -5.96], [-3.48, -2.54, -6.73], [-2.39, -2.82, -7.70], [-1.19, -2.90, -6.91], [-0.02, -2.79, -7.65], [-4.33, -2.07, -4.30], [-5.23, -1.00, -5.37], [-3.97, -0.36, -4.37], [-4.47, -2.48, -7.28], [-3.48, -3.34, -5.96], [-2.31, -2.02, -8.55], [-2.60, -3.82, -8.09], [-0.11, -3.29, -8.62], [0.66, -3.43, -7.08], [0.44, -1.77, -7.70], [5.41, 6.34, -1.14], [6.15, 5.19, -0.59], [6.67, 4.24, -0.15], [6.08, 6.88, -1.77], [5.11, 6.93, -0.28], [4.44, 5.95, -1.51], [-0.63, 0.24, -4.77], [-1.02, -0.25, -3.46], [-1.39, -0.60, -2.43], [-1.16, 1.23, -4.95], [-0.97, -0.48, -5.49], [0.41, 0.60, -4.97], [-0.84, 3.21, -1.12], [-0.13, 4.46, -1.04], [0.30, 5.50, -0.88], [-1.57, 3.03, -0.33], [-0.15, 2.39, -1.17], [-1.34, 3.12, -2.05], [1.73, -1.19, -1.28], [1.77, 0.29, -1.24], [1.90, 1.44, -1.33], [2.77, -1.58, -1.35], [1.21, -1.62, -2.10], [1.32, -1.45, -0.30], [4.24, 2.52, -3.73], [3.30, 1.56, -4.25], [2.57, 0.76, -4.70], [3.85, 3.52, -3.85], [5.23, 2.50, -4.20], [4.31, 2.27, -2.65], [0.55, 3.70, 3.14], [0.88, 3.98, 4.53], [1.15, 4.24, 5.60], [0.49, 4.64, 2.63], [-0.44, 3.20, 2.98], [1.20, 2.94, 2.71], [-2.21, -1.46, 0.49], [-1.88, -0.14, 1.08], [-1.61, 0.84, 1.63], [-3.20, -1.47, 0.00], [-2.08, -2.20, 1.26], [-1.46, -1.61, -0.27]], "mulliken_charge": [-0.639, 1.124, -0.648, 0.045, -0.278, -0.779, -0.478, -0.589, -0.225, 0.466, 0.545, 0.443, 0.336, 0.573, -0.546, -0.485, -0.647, -0.499, -0.082, -0.642, 0.293, 0.109, 0.350, 0.355, 0.323, 0.509, 0.295, 0.413, 0.089, 0.186, -0.890, -0.168, -0.555, -0.476, -0.275, -0.788, 0.375, 0.375, 0.208, 0.301, 0.322, 0.343, 0.344, 0.365, 0.269, 0.240, -0.673, 0.304, -0.413, 0.271, 0.275, 0.242, -0.443, 0.439, -0.375, 0.276, 0.025, 0.150, -0.203, 0.302, -0.470, 0.275, -0.274, 0.355, -0.715, 0.484, -0.556, 0.353, 0.266, 0.178, -0.763, 0.387, -0.516, 0.226, 0.337, 0.238, -0.615, 0.333, -0.443, 0.351, 0.184, 0.247, -0.363, 0.525, -0.494, 0.339, -0.108, 0.157]}